C41H36GeN4O5RhS as an isolated structure at a distorted geometry. Source: the OMol25 dataset; level of theory: ωB97M-V with the def2-TZVPD basis set.

Cartesian coordinates (Å):
Rh1 0.557 0.828 -1.072
C1 1.090 -2.674 -3.644
C2 1.091 -1.320 -3.016
N1 0.380 -1.050 -1.992
N2 -0.484 -1.944 -1.438
C3 -1.402 -1.324 -0.762
O1 -1.508 -0.038 -0.752
C4 -2.398 -2.178 -0.057
C5 -3.499 -1.604 0.566
C6 -4.444 -2.401 1.197
C7 -4.294 -3.780 1.206
C8 -3.200 -4.361 0.576
C9 -2.258 -3.566 -0.056
C10 1.818 -0.182 -3.553
C11 2.672 -0.302 -4.594
C12 3.175 0.900 -5.182
C13 2.956 2.085 -4.590
C14 2.305 2.117 -3.268
N3 1.466 1.017 -3.005
H1 0.335 -3.293 -3.171
H2 2.066 -3.146 -3.511
H3 0.888 -2.596 -4.711
H4 -3.608 -0.531 0.564
H5 -5.301 -1.943 1.676
H6 -5.030 -4.400 1.703
H7 -3.089 -5.438 0.568
H8 -1.401 -4.000 -0.554
H9 2.899 -1.272 -5.010
H10 3.710 0.852 -6.123
H11 3.302 3.020 -5.012
H12 1.788 3.044 -3.060
C15 2.370 -6.572 0.742
C16 2.249 -5.071 0.772
C17 3.304 -4.263 0.349
C18 3.222 -2.884 0.433
C19 2.069 -2.303 0.943
C20 0.999 -3.084 1.346
C21 1.094 -4.463 1.254
S1 2.003 -0.550 1.133
O2 0.556 -0.221 1.144
O3 2.739 -0.178 2.316
N4 2.629 -0.005 -0.205
C22 3.616 1.085 -0.074
C23 2.980 2.057 -1.028
O4 3.463 2.038 -2.219
O5 1.901 2.616 -0.754
H13 3.069 -6.898 -0.028
H14 1.404 -7.044 0.559
H15 2.739 -6.938 1.702
H16 4.200 -4.722 -0.053
H17 4.036 -2.251 0.100
H18 0.096 -2.617 1.719
H19 0.256 -5.078 1.563
H20 4.597 0.785 -0.435
H21 3.677 1.487 0.937
C24 -3.369 0.696 4.529
C25 -3.390 1.992 4.034
C26 -2.691 2.303 2.876
C27 -1.953 1.324 2.210
C28 -1.927 0.029 2.718
C29 -2.641 -0.285 3.870
Ge1 -0.960 2.032 0.691
C30 -2.211 2.882 -0.524
C31 -1.996 4.157 -1.053
C32 -2.883 4.704 -1.971
C33 -3.989 3.977 -2.385
C34 -4.219 2.712 -1.861
C35 -3.335 2.167 -0.943
C36 0.370 3.156 1.565
C37 0.988 2.579 2.675
C38 2.016 3.238 3.336
C39 2.434 4.485 2.895
C40 1.823 5.070 1.791
C41 0.810 4.403 1.120
H22 -3.919 0.451 5.429
H23 -3.949 2.763 4.550
H24 -2.716 3.319 2.493
H25 -1.346 -0.731 2.224
H26 -2.621 -1.298 4.253
H27 -1.145 4.743 -0.744
H28 -2.704 5.696 -2.366
H29 -4.668 4.393 -3.119
H30 -5.086 2.144 -2.176
H31 -3.519 1.180 -0.553
H32 0.676 1.602 3.024
H33 2.496 2.766 4.184
H34 3.240 5.000 3.402
H35 2.150 6.041 1.441
H36 0.383 4.866 0.244

Calculated values
Relative energy (zero: lowest compared OMol25 entry of this formula, charge and spin)   96.7 kJ/mol
Frontier orbital gap (alpha / beta)   6.56 / 6.54 eV
Charge   0
Max |F|   3.4 eV/A
Spin multiplicity   2
HOMO energy (alpha / beta)   -7.58 / -7.55 eV
DFT total energy   -129655.0718 eV
LUMO (alpha / beta)   -1.0 / -1.0 eV

***

A 2-piece molecular cluster, C3H5NOS overall at a distorted geometry. Source: the OMol25 dataset; level of theory: ωB97M-V with the def2-TZVPD basis set.

Cartesian coordinates (Å):
C1 -0.648 0.837 0.727
C2 -0.289 -0.432 1.044
C3 -0.721 0.790 -0.745
N1 -0.031 -1.218 0.035
O1 -0.435 -0.615 -1.104
S1 2.552 -1.046 0.113
H1 -1.041 1.581 1.294
H2 0.018 -0.904 2.002
H3 -1.779 0.850 -0.898
H4 -0.247 1.604 -1.253
H5 2.622 -1.447 -1.215

Calculated values
Relative energy (zero: lowest compared OMol25 entry of this formula, charge and spin)   543.4 kJ/mol
Frontier orbital gap (alpha / beta)   6.23 / 6.23 eV
Charge   0
Max |F|   4.4 eV/A
Spin multiplicity   1
HOMO energy (alpha / beta)   -8.01 / -8.01 eV
DFT total energy   -17559.6352 eV
LUMO (alpha / beta)   -1.8 / -1.8 eV

***

- Look up the spin multiplicity of the second one.
  1

***

- Look up the spin multiplicity of the first one.
  2

***

- Which value of relative energy (zero: lowest compared OMol25 entry of this formula, charge and spin) does entry 1 give?
  96.7 kJ/mol